{
  "formula": "C10H17N4",
  "method": "ωB97M-V/def2-TZVPD",
  "species": ["C", "C", "C", "C", "C", "C", "C", "C", "C", "C", "N", "N", "N", "N", "H", "H", "H", "H", "H", "H", "H", "H", "H", "H", "H", "H", "H", "H", "H", "H", "H"],
  "coordinates": [[-0.423, 0.493, -3.302], [-1.394, 1.073, -2.576], [1.525, -0.871, -2.706], [2.124, -1.347, -1.421], [-1.071, -0.534, 0.527], [-2.021, 0.370, -0.295], [0.187, 0.784, -0.981], [0.233, -0.412, -0.172], [1.203, 1.887, -0.899], [1.115, -2.530, 0.497], [0.611, -0.010, -2.536], [-1.161, 1.150, -1.201], [1.190, -1.308, -0.282], [-0.887, 1.168, 3.021], [-0.433, 0.334, -4.364], [-2.327, 1.440, -2.961], [2.463, -2.377, -1.536], [3.012, -0.737, -1.222], [-0.955, -0.087, 1.538], [-1.449, -1.550, 0.623], [-2.730, -0.231, -0.870], [-2.583, 1.051, 0.347], [2.216, 1.496, -0.893], [1.037, 2.444, 0.021], [1.090, 2.572, -1.736], [0.495, -3.277, -0.005], [2.114, -2.939, 0.632], [0.694, -2.321, 1.479], [-0.947, 2.143, 2.748], [-0.090, 1.088, 3.644], [-1.712, 0.970, 3.577]],
  "forces_ev_per_angstrom": [[-1.2, 0.6, -0.4], [0.4, -0.2, -0.8], [-0.6, 0.7, -0.1], [0.3, 0.3, 0.0], [-0.1, -0.1, 0.2], [-0.4, -0.1, 0.1], [1.4, -0.8, -1.9], [0.0, -0.6, -0.1], [0.0, 0.0, 0.2], [-0.2, -0.5, 0.5], [0.5, 0.0, 1.5], [0.4, 0.1, 0.6], [-0.7, 0.8, 0.3], [0.0, 0.2, 0.2], [0.0, -0.1, -0.1], [-0.1, 0.1, -0.1], [-0.1, 0.1, 0.2], [0.0, 0.0, 0.0], [0.0, -0.2, -0.2], [0.1, -0.1, 0.0], [0.1, 0.1, 0.1], [0.0, -0.2, 0.0], [0.1, 0.0, 0.0], [0.0, 0.1, 0.1], [-0.1, 0.0, -0.1], [0.0, 0.0, 0.0], [0.0, 0.1, 0.0], [0.0, 0.0, -0.1], [0.0, 0.0, 0.1], [0.0, 0.0, 0.0], [0.0, 0.0, 0.1]],
  "mulliken_charge": [-0.222, -0.881, -0.388, -0.385, -0.103, -0.833, 0.384, 0.319, -1.179, -1.189, 0.069, 0.054, -0.041, -0.854, 0.528, 0.496, 0.573, 0.286, 0.186, 0.589, 0.357, 0.320, 0.255, 0.308, 0.387, 0.383, 0.447, 0.411, 0.252, 0.232, 0.239],
  "homo_energy_ha": [-0.4304, -0.4304],
  "charge": 1,
  "e_tot_ha": -609.9284
}

***

{
  "formula": "C51H111N5O25S7",
  "method": "ωB97M-V/def2-TZVPD",
  "species": ["O", "N", "O", "C", "C", "C", "C", "C", "C", "H", "H", "H", "H", "H", "O", "N", "O", "C", "C", "C", "C", "C", "C", "H", "H", "H", "H", "H", "C", "C", "O", "S", "C", "O", "O", "H", "H", "H", "H", "H", "H", "H", "H", "C", "C", "O", "S", "C", "O", "O", "H", "H", "H", "H", "H", "H", "H", "H", "C", "C", "O", "S", "C", "O", "O", "H", "H", "H", "H", "H", "H", "H", "H", "C", "C", "O", "S", "C", "O", "O", "H", "H", "H", "H", "H", "H", "H", "H", "C", "C", "O", "S", "C", "O", "O", "H", "H", "H", "H", "H", "H", "H", "H", "C", "C", "O", "S", "C", "O", "O", "H", "H", "H", "H", "H", "H", "H", "H", "C", "C", "O", "S", "C", "O", "O", "H", "H", "H", "H", "H", "H", "H", "H", "C", "C", "N", "C", "C", "C", "C", "H", "H", "H", "H", "H", "H", "H", "H", "H", "H", "H", "H", "H", "H", "H", "C", "C", "N", "C", "C", "C", "C", "H", "H", "H", "H", "H", "H", "H", "H", "H", "H", "H", "H", "H", "H", "H", "C", "C", "N", "C", "C", "C", "C", "H", "H", "H", "H", "H", "H", "H", "H", "H", "H", "H", "H", "H", "H", "H"],
  "coordinates": [[1.952, 7.161, 2.286], [2.820, 6.455, 1.762], [3.250, 6.613, 0.642], [3.254, 5.203, 2.504], [3.523, 4.058, 1.812], [3.856, 2.952, 2.574], [3.792, 2.962, 3.972], [3.481, 4.126, 4.638], [3.218, 5.312, 3.884], [3.545, 3.986, 0.741], [4.108, 2.054, 1.977], [4.024, 2.121, 4.563], [3.444, 4.017, 5.710], [2.865, 6.249, 4.264], [4.734, -2.327, 1.480], [3.966, -1.927, 0.568], [3.234, -0.961, 0.637], [3.875, -2.787, -0.662], [2.742, -2.699, -1.469], [2.635, -3.561, -2.566], [3.688, -4.354, -2.930], [4.801, -4.446, -2.057], [4.938, -3.635, -0.951], [1.845, -2.181, -1.151], [1.732, -3.562, -3.233], [3.731, -5.011, -3.807], [5.618, -5.067, -2.388], [5.774, -3.609, -0.286], [0.787, 1.964, -5.200], [0.490, 2.875, -4.094], [1.761, 3.264, -3.474], [1.728, 3.555, -1.885], [1.129, 5.276, -1.859], [0.782, 2.730, -1.275], [3.145, 3.535, -1.502], [1.432, 1.095, -4.829], [1.395, 2.553, -5.946], [-0.193, 1.537, -5.598], [0.013, 3.806, -4.407], [-0.096, 2.439, -3.256], [1.597, 5.774, -2.665], [1.439, 5.734, -0.925], [0.075, 5.268, -1.816], [-1.140, 6.769, 4.291], [-0.337, 5.495, 4.061], [-1.187, 4.321, 3.972], [-0.543, 2.939, 3.814], [0.257, 2.666, 5.325], [-1.677, 2.090, 3.702], [0.415, 2.999, 2.748], [-1.936, 7.006, 3.629], [-0.382, 7.538, 4.256], [-1.550, 6.788, 5.306], [0.188, 5.513, 3.101], [0.376, 5.354, 4.865], [0.592, 1.667, 5.489], [-0.346, 2.948, 6.188], [1.077, 3.358, 5.381], [7.134, 0.378, 4.414], [6.067, -0.726, 4.481], [4.757, -0.118, 4.449], [3.542, -0.677, 5.191], [2.918, -1.972, 4.171], [3.837, -1.286, 6.476], [2.540, 0.412, 5.208], [7.091, 0.991, 5.325], [7.034, 0.897, 3.489], [8.135, -0.058, 4.352], [6.171, -1.527, 3.716], [6.191, -1.232, 5.467], [1.847, -2.003, 4.488], [3.406, -2.877, 4.286], [3.082, -1.685, 3.147], [-5.641, 2.776, -6.562], [-5.227, 1.325, -6.691], [-4.064, 1.209, -5.753], [-3.402, -0.226, -5.334], [-4.034, -0.587, -3.712], [-3.884, -1.193, -6.289], [-2.021, 0.079, -5.202], [-5.844, 3.100, -5.548], [-6.540, 2.920, -7.168], [-4.903, 3.388, -7.052], [-6.030, 0.600, -6.410], [-4.899, 1.121, -7.727], [-3.764, 0.235, -3.030], [-3.581, -1.477, -3.321], [-5.102, -0.655, -3.575], [1.557, -0.791, -7.084], [1.180, -1.764, -5.915], [0.173, -2.653, -6.560], [-0.017, -4.070, -5.846], [-1.149, -3.755, -4.550], [-0.727, -4.871, -6.819], [1.290, -4.481, -5.392], [0.661, -0.386, -7.520], [1.966, -1.461, -7.837], [2.186, -0.014, -6.757], [2.044, -2.411, -5.646], [0.722, -1.320, -4.994], [-0.795, -3.061, -3.758], [-1.421, -4.671, -3.987], [-2.099, -3.444, -4.959], [6.155, 0.560, -0.138], [4.992, 0.876, -1.119], [5.264, 0.037, -2.315], [4.243, 0.129, -3.560], [4.814, 1.619, -4.258], [4.622, -0.966, -4.334], [2.896, 0.223, -3.048], [6.065, -0.476, 0.132], [6.169, 1.292, 0.686], [7.081, 0.720, -0.741], [4.060, 0.643, -0.612], [5.138, 1.934, -1.418], [4.360, 1.661, -5.265], [5.858, 1.628, -4.428], [4.330, 2.443, -3.715], [-0.484, -0.876, 2.792], [-0.602, -0.075, 1.505], [-0.272, -1.033, 0.331], [-1.212, -1.203, -0.861], [-0.701, 0.005, -1.919], [-0.757, -2.410, -1.490], [-2.624, -1.021, -0.491], [-1.080, -1.805, 2.578], [-0.879, -0.353, 3.680], [0.583, -1.150, 2.934], [-1.628, 0.234, 1.302], [-0.030, 0.811, 1.517], [-0.702, 0.991, -1.478], [-1.269, -0.138, -2.843], [0.345, -0.206, -2.225], [-4.861, 1.510, -0.119], [-4.063, 2.181, -1.249], [-3.514, 3.468, -1.011], [-2.692, 3.881, -2.172], [-3.383, 4.106, -3.567], [-2.566, 3.454, 0.139], [-2.226, 4.796, 0.681], [-4.971, 0.476, -0.304], [-5.770, 1.996, 0.185], [-4.251, 1.510, 0.837], [-3.205, 1.428, -1.452], [-4.760, 2.268, -2.112], [-2.297, 4.928, -2.062], [-1.815, 3.172, -2.196], [-4.423, 4.415, -3.288], [-2.817, 4.836, -4.143], [-3.293, 3.252, -4.098], [-1.638, 2.900, -0.095], [-3.069, 2.860, 0.948], [-1.872, 5.451, -0.063], [-1.561, 4.527, 1.451], [-3.092, 5.445, 1.092], [-4.195, -3.368, 6.764], [-3.910, -2.516, 5.531], [-4.841, -2.573, 4.354], [-5.114, -3.931, 3.984], [-6.113, -4.215, 2.921], [-4.275, -1.645, 3.296], [-4.878, -0.204, 3.592], [-5.087, -3.066, 7.254], [-3.369, -3.323, 7.504], [-4.252, -4.458, 6.592], [-3.906, -1.444, 5.753], [-2.925, -2.883, 5.154], [-4.137, -4.543, 3.808], [-5.519, -4.306, 4.917], [-6.257, -5.276, 2.887], [-7.046, -3.836, 3.313], [-5.855, -3.847, 1.958], [-4.472, -2.012, 2.326], [-3.172, -1.530, 3.416], [-4.422, 0.524, 2.985], [-4.664, -0.004, 4.639], [-5.996, -0.146, 3.453], [0.577, -4.917, 2.937], [0.569, -4.524, 1.472], [-0.172, -5.566, 0.734], [-1.565, -5.795, 1.174], [-2.524, -4.588, 1.070], [-0.085, -5.429, -0.699], [0.766, -6.527, -1.309], [-0.376, -4.810, 3.456], [1.263, -4.337, 3.525], [0.944, -5.933, 3.183], [0.122, -3.534, 1.302], [1.591, -4.479, 1.075], [-1.892, -6.667, 0.498], [-1.550, -6.292, 2.189], [-2.463, -4.068, 0.068], [-3.620, -4.807, 1.302], [-2.183, -3.801, 1.788], [0.450, -4.504, -0.937], [-1.131, -5.242, -1.118], [0.766, -6.504, -2.393], [0.454, -7.505, -1.034], [1.742, -6.503, -0.854]],
  "forces_ev_per_angstrom": [[1.1, -0.5, -0.3], [-1.0, -0.8, 0.3], [0.1, 0.1, 0.0], [-0.8, 1.9, 0.5], [0.7, -0.5, 0.2], [-0.1, -1.0, -0.6], [0.4, 0.8, -1.3], [-0.3, 1.3, -0.9], [-0.1, -1.8, 0.4], [-0.1, 0.2, -0.3], [-0.2, 0.3, 0.8], [0.1, -0.9, 0.2], [-0.1, 0.7, 0.2], [0.1, 0.2, 0.6], [-1.2, 1.1, -1.5], [0.3, -1.6, 0.4], [0.5, -0.3, 0.4], [-0.2, 0.6, 0.0], [-0.4, -0.9, 0.6], [-1.1, 0.8, -1.1], [1.5, -1.1, 0.9], [0.0, 0.5, -1.1], [-1.0, 0.2, 0.1], [0.3, 0.4, 0.0], [0.9, 0.1, 1.0], [-0.5, 0.5, 0.3], [0.2, -0.2, 0.2], [0.5, -0.3, 0.1], [0.5, -1.6, -1.1], [-0.4, 0.6, 2.1], [0.1, 0.2, 1.0], [3.6, 2.6, -1.9], [1.1, -1.4, 1.4], [-1.6, -1.6, 1.5], [-2.2, 0.0, -0.5], [-1.0, 1.2, -0.5], [-0.8, -0.9, 0.3], [1.4, 0.7, 0.2], [-0.2, -0.1, -0.1], [0.1, 0.0, -1.0], [0.2, 0.6, -0.9], [0.4, -0.1, 0.1], [-1.2, -0.1, -0.6], [0.9, -0.7, 1.4], [-0.4, 0.1, -1.1], [-0.7, 1.7, 0.9], [-0.2, -0.8, -0.7], [0.1, 0.9, 1.3], [-0.3, -0.9, -0.2], [0.2, -0.2, 0.1], [-0.4, -0.2, -0.9], [0.1, 0.5, -0.1], [0.0, -0.1, -0.1], [0.1, 0.3, 0.3], [0.2, 0.0, 0.2], [0.3, -0.7, -0.4], [-0.6, -0.1, -0.3], [0.7, 0.0, -0.2], [-0.3, -1.1, 0.3], [1.3, -1.0, 1.3], [1.2, 0.8, -0.8], [-3.5, -0.1, 2.4], [-1.6, 1.9, -0.1], [0.6, 0.8, -1.2], [2.0, -1.8, -0.4], [-0.1, 0.1, -0.6], [-0.3, 1.0, -0.5], [-0.2, -0.3, 0.2], [-0.3, 0.9, 0.1], [-0.3, 0.3, -0.6], [0.9, -0.3, -0.5], [1.0, -1.7, 0.8], [-0.5, 0.3, -0.5], [-0.5, -0.4, -0.8], [0.2, -0.4, 0.7], [-0.2, -1.1, 0.1], [-2.2, 0.7, -1.5], [0.1, 1.3, 0.8], [0.5, 0.3, 0.8], [0.7, -0.2, 0.3], [0.1, -0.1, 0.1], [-0.2, -0.1, 0.2], [0.5, 0.4, 0.2], [0.8, 0.6, -0.1], [0.0, -0.1, 0.6], [0.3, -0.2, -0.4], [0.4, -0.6, -0.1], [-0.4, -0.2, -0.8], [-1.3, -2.2, 0.9], [0.0, 0.1, -0.8], [0.3, 0.0, 1.3], [-0.1, -0.6, -2.1], [-0.4, -0.1, 2.0], [0.7, 0.6, 1.0], [-0.8, -0.1, 0.4], [-0.5, 0.3, 0.0], [0.5, 0.4, -0.1], [1.0, 0.8, 0.2], [-0.6, 0.7, -0.1], [0.4, -0.1, -0.9], [0.0, -0.2, -0.8], [0.7, 0.1, -0.6], [0.0, 0.5, -0.5], [0.0, 0.9, -1.9], [2.0, 0.4, 0.2], [-1.1, 0.5, 0.8], [0.2, 0.6, 3.2], [-2.5, 0.7, -1.3], [0.4, -1.7, -1.9], [0.5, 0.4, -0.6], [0.3, -0.3, 0.6], [-0.2, -0.6, -0.1], [-0.4, -0.3, 0.7], [-0.3, 0.2, -0.8], [-0.8, -0.6, 0.1], [0.0, -0.1, 0.3], [1.1, 0.0, 0.5], [0.7, -0.1, 0.1], [0.0, -1.1, -0.9], [-1.7, -1.3, -0.3], [0.8, 1.3, 2.8], [-1.9, -0.8, 0.2], [1.2, 1.0, -1.8], [-0.6, -0.6, 0.1], [2.0, -0.3, -0.5], [0.6, 0.6, 0.7], [0.2, -0.1, -0.6], [-0.7, 0.1, 0.1], [-0.1, -0.1, 0.2], [1.3, 0.7, -0.7], [-0.4, 0.2, -0.1], [-0.2, 0.6, 0.1], [-0.4, 0.0, 0.5], [1.9, 1.3, 1.8], [-0.2, -2.0, -0.4], [1.4, 1.4, 0.1], [0.6, 1.3, -0.6], [-0.3, 1.4, 3.2], [-2.2, -1.2, 0.3], [-2.5, 1.0, 0.6], [-0.5, -1.1, -0.5], [-0.6, 0.2, -0.4], [-0.6, -0.1, -1.0], [-1.0, 0.8, -0.2], [0.7, -0.3, 0.1], [-0.1, -1.1, 1.0], [-0.6, 0.6, -0.4], [0.8, -0.2, -0.9], [-0.3, 0.4, 0.2], [-0.6, -2.9, -1.9], [-0.1, 0.1, -0.2], [0.6, 0.7, -0.6], [1.3, 0.7, -0.9], [1.2, 0.7, 1.1], [1.0, -1.6, -0.3], [0.7, -0.7, 0.1], [0.1, -0.5, -1.2], [0.8, 1.1, -0.2], [2.2, -1.2, 0.9], [-0.5, 0.1, 1.0], [-0.6, 1.2, 2.7], [-1.1, -2.2, 0.1], [-0.9, 0.2, 0.5], [-0.3, 0.5, -0.5], [-0.1, 0.5, -0.4], [0.6, -0.4, 0.4], [-0.1, 0.6, 0.2], [-1.1, 0.8, 0.1], [-0.1, -0.7, 0.0], [0.1, -0.7, -0.3], [-0.5, 0.5, -0.5], [0.0, 0.4, -0.9], [-0.4, -0.3, -1.1], [-0.5, -0.4, -0.2], [0.7, 1.1, -0.7], [-0.1, 0.3, 0.0], [1.2, -0.3, 0.1], [0.4, -0.3, 1.0], [-0.7, -1.0, -0.1], [-0.4, 0.3, 0.8], [-0.1, -2.0, -0.5], [-0.3, 0.9, 0.1], [-0.4, 1.0, -0.8], [-0.7, -0.1, -0.1], [-0.2, 0.0, -0.3], [0.4, 0.9, 0.1], [-0.4, 0.2, -0.8], [0.1, 0.1, 0.2], [-0.1, -0.1, 0.0], [0.1, 1.3, 0.8], [-0.1, 0.9, -0.8], [-0.1, -0.8, 0.9], [1.5, 0.1, -0.3], [-0.4, -0.5, -0.3], [-0.2, 0.1, 0.0], [1.4, -0.7, 0.1], [0.4, 0.2, -0.2], [-0.9, -0.9, 0.3], [0.7, 0.5, -0.2]],
  "mulliken_charge": [-0.574, 1.056, -0.603, 0.454, -0.777, -0.350, -0.337, -1.176, -0.793, 0.866, 0.670, 0.590, 0.387, 0.540, -0.675, 1.122, -0.077, -0.288, 1.132, 0.013, -0.946, -1.127, -0.697, -0.044, 0.183, 0.512, 0.380, 0.579, -0.119, 0.951, -0.302, 1.266, -0.410, -0.466, -0.719, -0.638, 0.460, 0.069, 0.267, -1.031, 0.408, 0.125, -0.161, -1.685, 0.326, -0.401, 1.212, -0.776, -0.759, 0.079, 0.370, 0.424, 0.361, 0.013, 0.381, 0.321, 0.427, -0.185, -1.191, -0.144, -0.194, 1.139, -0.676, -0.737, -0.411, 0.305, 0.218, 0.423, 0.149, 0.416, 0.333, 0.666, -0.316, -1.136, -0.197, -0.173, 0.937, -0.146, -0.707, -0.507, 0.250, 0.407, 0.313, 0.316, 0.254, -0.319, 0.273, 0.528, -1.542, 0.922, -0.507, 1.097, -0.547, -0.704, -0.595, 0.302, 0.493, 0.267, 0.393, -0.295, -0.222, 0.414, 0.473, -1.550, 0.530, -0.433, 0.995, -0.952, -0.754, -0.262, 0.302, 0.367, 0.443, -0.244, 0.541, 0.374, 0.450, 0.107, 0.259, 0.130, 0.343, 1.603, 1.517, -0.421, -0.389, -0.356, 0.712, -0.873, -0.089, 0.200, -1.708, -0.185, -0.500, -1.135, 1.391, 0.019, 0.265, -1.707, 1.545, -1.714, 0.367, 0.400, -0.247, -1.339, 0.442, 0.107, 0.231, 0.419, 0.530, 0.146, -0.603, 0.056, 0.456, 0.096, 0.304, -1.561, 0.201, 0.052, 0.049, -1.697, -0.214, -0.902, 0.397, 0.387, 0.355, 0.237, 0.008, 0.137, 0.389, 0.396, 0.472, 0.333, 0.631, -0.152, -0.038, 0.257, 0.262, -1.367, 0.576, 0.347, -1.216, 0.850, 0.552, -1.565, 0.214, 0.147, 0.362, -0.180, 0.351, 0.379, 0.307, -0.210, 0.272, -0.515, -0.794, 0.447, 0.289, 0.453, 0.259],
  "smiles": "O=[N+]([O-])c1ccccc1.O=[N+]([O-])c1ccccc1.CCOS(C)(=O)=O.CCOS(C)(=O)=O.CCOS(C)(=O)=O.CCOS(C)(=O)=O.CCOS(C)(=O)=O.CCOS(C)(=O)=O.CCOS(C)(=O)=O.CCN(CC)CC.CCN(CC)CC.CCN(CC)CC",
  "homo_energy_ha": -0.2893,
  "e_tot_ha": -6951.4990
}